1.
Density functional theory data (ωB97M-V/def2-TZVPD) for a molecular structure, C6H4IrN5O5.

Properties
LUMO (alpha / beta) (hartree): -0.4373 / -0.6059
Strongest force on any atom (hartree/bohr): 0.1195
Charge: +3
⟨S²⟩: 8.771
Multiplicity: 6

CARTESIAN COORDINATES (ANGSTROEM)
O -4.443 2.613 -1.395
C -3.397 2.168 -1.205
Ir 0.898 -0.146 -0.112
O -2.106 -0.371 0.709
C -1.008 -0.253 0.356
C 1.507 -1.554 1.119
O 1.907 -2.441 1.750
C 2.667 0.641 -0.505
O 3.718 1.067 -0.727
C 0.750 -1.039 -1.818
O 0.663 -1.564 -2.848
H -2.237 1.532 -0.899
N 0.730 0.860 5.147
N 1.136 1.163 3.860
N 1.080 2.440 3.384
C 1.066 2.227 2.069
N 1.034 0.908 1.777
N 0.994 0.226 2.910
H 1.029 -0.078 5.381
H 1.059 1.574 5.783
H 1.065 3.030 1.339

Quick look at the natural (NBO) charges, all values in e:
1. O -0.160
2. C 0.719
3. Ir 0.374
4. O -0.381
5. C 0.364
6. C 0.487
7. O -0.309
8. C 0.482
9. O -0.284
10. C 0.538
11. O -0.272
12. H 0.335
13. N -0.194
14. N 0.033
15. N 0.026
16. C 0.291
17. N -0.323
18. N 0.068
19. H 0.454
20. H 0.458
21. H 0.291


2.
Density functional theory data (ωB97M-V/def2-TZVPD) for C6H4N2O2 in the gas phase.

Properties
LUMO (hartree): -0.0708
Strongest force on any atom (hartree/bohr): 0.0709
ΔE to the lowest compared entry with this formula, charge and spin (eV): 4.210

CARTESIAN COORDINATES (ANGSTROEM)
O -2.547 -0.397 -2.274
C -1.882 -0.245 -1.274
C -0.394 -0.583 -1.142
N 0.009 0.093 0.059
C 1.133 0.352 0.757
C 0.800 1.010 1.936
C -0.575 1.147 1.890
N -1.033 0.597 0.745
C -2.343 0.385 -0.010
O -3.400 0.724 0.427
H -0.271 -1.669 -1.046
H 0.161 -0.250 -2.025
H 2.095 0.066 0.378
H -1.263 1.609 2.570

Quick look at the natural (NBO) charges, all values in e:
1. O -0.412
2. C 0.466
3. C -0.318
4. N -0.165
5. C -0.006
6. C -0.392
7. C -0.050
8. N -0.221
9. C 0.594
10. O -0.429
11. H 0.242
12. H 0.249
13. H 0.216
14. H 0.226


3.
Density functional theory data (ωB97M-V/def2-TZVPD) for C6H4O in the gas phase.

Properties
LUMO (hartree): -0.0093
Strongest force on any atom (hartree/bohr): 0.0135
ΔE to the lowest compared entry with this formula, charge and spin (eV): 2.347

CARTESIAN COORDINATES (ANGSTROEM)
C -3.095 0.788 0.221
C -2.250 -0.009 -0.098
C -1.310 -1.028 -0.558
O -1.700 -2.101 -0.968
C 0.082 -0.640 -0.450
C 1.179 -0.220 -0.170
C 2.438 0.310 0.340
H -3.883 1.463 0.472
H 3.315 -0.175 -0.096
H 2.444 0.131 1.419
H 2.508 1.389 0.176

Quick look at the natural (NBO) charges, all values in e:
1. C -0.133
2. C -0.116
3. C 0.448
4. O -0.463
5. C -0.149
6. C 0.132
7. C -0.699
8. H 0.239
9. H 0.244
10. H 0.250
11. H 0.245


4.
Density functional theory data (ωB97M-V/def2-TZVPD) for C6H4O in the gas phase.

Properties
LUMO (hartree): 0.0204
Strongest force on any atom (hartree/bohr): 0.0095
ΔE to the lowest compared entry with this formula, charge and spin (eV): 3.547

CARTESIAN COORDINATES (ANGSTROEM)
C 2.469 0.757 -0.375
C 1.321 0.716 -0.017
C -0.135 -0.412 1.594
C -0.072 0.587 0.418
C -0.981 0.001 -0.634
C -1.438 -1.136 -0.142
O -0.939 -1.362 1.167
H 3.490 0.786 -0.685
H -0.437 1.554 0.799
H -1.190 0.424 -1.607
H -2.087 -1.914 -0.517

Quick look at the natural (NBO) charges, all values in e:
1. C -0.226
2. C 0.014
3. C 0.339
4. C -0.502
5. C -0.229
6. C 0.082
7. O -0.461
8. H 0.242
9. H 0.280
10. H 0.242
11. H 0.219


5.
Density functional theory data (ωB97M-V/def2-TZVPD) for C6H4S in the gas phase.

Properties
LUMO (hartree): 0.0114
Strongest force on any atom (hartree/bohr): 0.2549
ΔE to the lowest compared entry with this formula, charge and spin (eV): 3.244

CARTESIAN COORDINATES (ANGSTROEM)
C 2.981 -0.940 -0.252
C 1.940 -0.483 0.153
C 0.619 -0.091 0.692
S -0.139 1.489 -0.127
C -0.414 -0.361 -0.193
C -1.746 -0.638 0.090
C -3.055 -0.944 -0.090
H 3.941 -1.044 -0.897
H 0.600 -0.077 1.875
H -0.155 -0.687 -1.119
H -4.115 -1.279 -0.224

Quick look at the natural (NBO) charges, all values in e:
1. C -0.215
2. C -0.049
3. C -0.293
4. S 0.082
5. C -0.378
6. C -0.017
7. C -0.215
8. H 0.267
9. H 0.290
10. H 0.263
11. H 0.265


6.
Density functional theory data (ωB97M-V/def2-TZVPD) for 2 unconnected molecules or ions with the total composition C6H5Cl2NO2S.

Properties
LUMO (hartree): 0.0264
Strongest force on any atom (hartree/bohr): 0.0923
ΔE to the lowest compared entry with this formula, charge and spin (eV): 1.800

CARTESIAN COORDINATES (ANGSTROEM)
C -2.620 -1.284 -0.330
C -1.462 -2.000 -0.538
C -1.391 0.389 -1.390
C 2.140 0.828 0.701
C 3.587 -0.859 0.665
C 2.657 0.844 -0.548
N -2.485 -0.054 -0.771
O 2.785 -0.130 1.499
O 3.620 -0.168 -0.566
S -0.353 -0.938 -1.335
Cl 2.723 -2.569 0.533
Cl 2.314 1.729 -1.866
H -3.678 -1.674 -0.130
H -1.399 -3.087 -0.432
H 1.400 1.456 1.219
H -3.351 0.497 -0.620
H 4.594 -1.056 1.016

Quick look at the natural (NBO) charges, all values in e:
1. C -0.059
2. C -0.479
3. C -0.241
4. C 0.022
5. C 0.443
6. C 0.110
7. N -0.548
8. O -0.469
9. O -0.480
10. S 0.446
11. Cl -0.204
12. Cl 0.146
13. H 0.226
14. H 0.250
15. H 0.233
16. H 0.404
17. H 0.200


7.
Density functional theory data (ωB97M-V/def2-TZVPD) for C6H5Cl3N2 in the gas phase.

Properties
LUMO (hartree): -0.0041
Strongest force on any atom (hartree/bohr): 0.1890
ΔE to the lowest compared entry with this formula, charge and spin (eV): 1.639

CARTESIAN COORDINATES (ANGSTROEM)
Cl 3.852 -0.154 -0.419
C 2.116 0.112 -0.701
C 1.250 -0.220 0.620
C -0.180 -0.058 0.351
C -0.997 -1.179 0.411
N -2.287 -1.181 0.176
C -2.706 0.047 -0.126
Cl -4.490 0.140 -0.511
N -2.130 1.240 -0.183
C -0.834 1.145 0.056
Cl 0.038 2.626 0.135
H 1.790 -0.456 -1.706
H 2.122 1.152 -1.042
H 1.628 -1.170 0.858
H 1.478 0.237 1.386
H -0.648 -2.284 0.696

Quick look at the natural (NBO) charges, all values in e:
1. Cl -0.059
2. C -0.384
3. C -0.410
4. C -0.156
5. C 0.110
6. N -0.443
7. C 0.437
8. Cl -0.038
9. N -0.445
10. C 0.228
11. Cl 0.049
12. H 0.225
13. H 0.223
14. H 0.232
15. H 0.212
16. H 0.218


8.
Density functional theory data (ωB97M-V/def2-TZVPD) for 2 unconnected molecules or ions with the total composition C6H5Cl3N3.

Properties
LUMO (alpha / beta) (hartree): -0.2224 / -0.2225
Strongest force on any atom (hartree/bohr): 0.0757
Charge: +1
ΔE to the lowest compared entry with this formula, charge and spin (eV): 0.000

CARTESIAN COORDINATES (ANGSTROEM)
C 0.232 1.245 -0.053
C 0.703 -1.499 -0.626
C 1.556 0.818 -0.046
C 1.764 -0.565 -0.304
C -0.863 0.470 -0.561
C -0.586 -1.041 -0.625
N 0.188 -0.858 3.107
N -0.275 -0.193 2.355
N -2.158 0.795 -0.176
Cl 2.841 1.881 0.383
Cl 3.364 -1.116 -0.218
Cl -1.823 -2.162 -0.777
H -0.003 2.274 0.026
H 0.968 -2.487 -0.762
H -0.494 0.761 -1.508
H -2.749 0.011 -0.055
H -2.666 1.664 -0.160

Quick look at the natural (NBO) charges, all values in e:
1. C 0.049
2. C -0.287
3. C -0.156
4. C 0.100
5. C -0.160
6. C 0.116
7. N 0.064
8. N -0.052
9. N -0.831
10. Cl 0.127
11. Cl 0.192
12. Cl 0.181
13. H 0.255
14. H 0.268
15. H 0.307
16. H 0.400
17. H 0.428